Record 1
# C3H5N

C3H5N as an isolated structure (the ωB97M-V functional and the def2-TZVPD basis, the OMol25 dataset).

The value obtained for the LUMO energy (alpha / beta) is 5.06 / 5.00 eV. The net charge is -1. The multiplicity is 2.

Geometry (Å):
C -0.20 0.82 -0.29
C -1.20 0.00 0.29
C 1.26 -0.48 -0.09
N 1.15 0.81 -0.35
H -0.53 1.75 -0.80
H -0.95 -0.90 0.86
H -2.31 0.10 0.24
H 1.72 -1.16 -0.79
H 1.05 -0.93 0.93

=====

Record 2
# C3H5N

C3H5N as an isolated structure (the ωB97M-V functional and the def2-TZVPD basis, the OMol25 dataset).

The value obtained for the LUMO energy is 0.99 eV.

Geometry (Å):
C 0.69 -0.77 -0.51
C 0.23 0.69 -0.35
C -0.55 0.02 0.83
N 0.08 -1.25 0.54
H 1.31 -1.18 -1.20
H 1.11 1.30 -0.22
H -0.45 1.00 -1.09
H -0.68 0.35 1.82
H -1.73 -0.16 0.18

=====

Record 3
# C3H5N

The molecule C3H5N (the ωB97M-V functional and the def2-TZVPD basis, the OMol25 dataset).

The value obtained for the LUMO energy is 1.06 eV. The structure (SMILES) is C=CN=C.

Geometry (Å):
C -0.83 0.11 -0.42
C -1.01 -0.56 0.72
C 1.42 0.38 -0.45
N 0.39 0.05 -1.12
H -1.66 0.63 -0.88
H -0.20 -1.16 1.11
H -1.91 -0.40 1.30
H 2.42 0.21 -0.84
H 1.39 0.73 0.58

=====

Record 4
# C3H5N

The molecule C3H5N (the ωB97M-V functional and the def2-TZVPD basis, the OMol25 dataset).

The value obtained for the LUMO energy (alpha / beta) is 1.16 / -2.15 eV. The multiplicity is 3.

Geometry (Å):
C 1.25 0.90 -0.30
C 0.41 -0.22 0.37
C -1.01 -0.41 0.04
N 1.47 -0.23 -0.79
H 1.08 1.91 -0.50
H 0.72 -0.70 1.27
H -1.47 0.47 0.48
H -1.24 -1.36 0.54
H -1.21 -0.36 -1.10

=====

Record 5
# C3H5N2

An isolated ion of composition C3H5N2 and charge +1 (the ωB97M-V functional and the def2-TZVPD basis, the OMol25 dataset).

The value obtained for the LUMO energy (alpha / beta) is -5.30 / -7.68 eV. The net charge is +1. The multiplicity is 3.

Geometry (Å):
C 1.29 1.00 -0.20
C -0.18 1.02 -0.02
C -0.56 -0.43 -0.08
N 1.70 -0.31 0.04
N 0.69 -1.08 0.01
H -0.64 1.42 1.02
H -0.71 1.81 -0.66
H -1.48 -0.71 0.65
H -0.88 -0.73 -1.06
H 0.76 -1.99 0.29

=====

Record 6
# C3H5N2O

An isolated ion of composition C3H5N2O and charge -1 (the ωB97M-V functional and the def2-TZVPD basis, the OMol25 dataset).

The value obtained for the LUMO energy is 4.43 eV. The net charge is -1. The structure (SMILES) is [O-]N1CC=NC1.

Geometry (Å):
C 1.11 0.39 0.43
C -0.07 1.12 -0.15
C -0.20 -1.30 -0.20
N 1.10 -0.91 0.46
N -1.00 -0.04 -0.28
O -2.00 0.04 0.68
H 2.10 0.96 0.57
H -0.49 2.00 0.32
H 0.24 1.54 -1.05
H -0.12 -1.80 -1.17
H -0.67 -2.00 0.40

=====

Record 7
# C3H5N2O

An isolated ion of composition C3H5N2O and charge +1 (the ωB97M-V functional and the def2-TZVPD basis, the OMol25 dataset).

The value obtained for the LUMO energy is -5.50 eV. The net charge is +1. The structure (SMILES) is [NH2+]=CCN=C=O.

Geometry (Å):
C -0.35 1.13 -0.01
C 1.83 0.15 -0.11
C -1.00 -0.17 -0.04
N -0.38 -1.28 -0.09
N 1.03 1.02 -0.17
O 2.74 -0.52 0.03
H -0.95 1.93 -0.58
H 0.61 -1.30 -0.29
H -0.45 1.50 1.04
H -2.13 -0.36 0.09
H -0.96 -2.11 0.12

=====

Record 8
# C3H5N2O2

An isolated ion of composition C3H5N2O2 and charge +1 (the ωB97M-V functional and the def2-TZVPD basis, the OMol25 dataset).

The value obtained for the LUMO energy is -4.70 eV. The net charge is +1. The structure (SMILES) is [NH3+][C@@H]1OC=NC1=O.

Geometry (Å):
C 1.17 -1.50 0.13
C 1.10 0.71 -0.09
C -0.29 0.03 -0.54
N 1.84 -0.44 0.29
N -1.35 0.62 0.23
O 1.29 1.83 0.11
O -0.07 -1.31 -0.25
H 1.46 -2.45 0.35
H -0.43 0.17 -1.57
H -0.90 0.76 1.28
H -2.24 0.04 0.29
H -1.58 1.55 -0.22

=====

Record 9
# C3H5N2O2

A 2-piece molecular cluster, C3H5N2O2 overall (the ωB97M-V functional and the def2-TZVPD basis, the OMol25 dataset).

The value obtained for the LUMO energy (alpha / beta) is -5.49 / -5.49 eV. The net charge is +1.

Geometry (Å):
C 0.56 -0.89 -1.24
C -1.76 -0.36 -1.33
C 1.23 -0.55 2.32
N 1.19 -1.33 -2.15
N -0.63 -0.37 -0.83
O 2.03 -1.60 -2.90
O 1.08 -0.37 1.14
H -1.91 -0.93 -2.26
H -2.52 0.09 -0.76
H 0.35 -0.77 2.94
H 2.24 -0.37 2.80
H -0.33 -0.12 0.30

=====

Record 10
# C3H5N2O2S

An isolated ion of composition C3H5N2O2S and charge +1 (the ωB97M-V functional and the def2-TZVPD basis, the OMol25 dataset).

The value obtained for the LUMO energy (alpha / beta) is -6.77 / -7.28 eV. The net charge is +1.

Geometry (Å):
C 0.17 0.49 1.22
C -0.24 -0.45 -1.33
C 0.68 -1.40 -0.60
N -1.29 -0.05 -0.52
N -0.05 1.64 2.01
O 0.52 2.55 1.43
O -0.70 1.63 3.00
S 1.36 -0.52 0.91
H 0.30 0.34 -1.87
H -0.74 -1.08 -2.10
H 0.16 -2.26 -0.20
H 1.54 -1.72 -1.20
H -1.72 0.84 -0.75

=====

Record 11
# C3H5N2O2S2

C3H5N2O2S2 as an isolated structure (the ωB97M-V functional and the def2-TZVPD basis, the OMol25 dataset).

The value obtained for the LUMO energy is -5.73 eV. The net charge is +1.

Geometry (Å):
C -0.36 0.31 -0.04
C -2.95 0.72 -0.16
C -0.85 -0.89 0.55
N -1.16 1.34 -0.24
N 0.89 0.32 -0.44
O -3.45 -1.73 0.78
O -2.49 -1.78 -1.39
S -4.07 1.78 0.10
S -2.53 -1.17 -0.11
H -0.16 -1.80 0.57
H -0.89 -0.73 1.59
H -0.75 2.15 -0.65
H 1.37 -0.55 -0.35
H 1.26 1.14 -0.85

=====

Record 12
# C3H5N2O3

A 2-piece molecular cluster, C3H5N2O3 overall (the ωB97M-V functional and the def2-TZVPD basis, the OMol25 dataset).

The value obtained for the LUMO energy is 4.12 eV. The net charge is -1.

Geometry (Å):
C 2.80 -0.41 -0.08
C 0.69 0.34 0.14
C -1.36 -1.11 0.19
N -1.53 1.37 -0.15
N -0.85 0.18 0.27
O 2.91 -1.49 0.38
O 3.15 0.56 -0.64
O 1.06 1.50 0.02
H -2.26 -1.33 0.94
H -1.75 -1.42 -0.69
H -0.54 -1.79 0.59
H -1.32 1.44 -1.19
H -1.00 2.15 0.24

=====

Record 13
# C3H5N2O3

An isolated ion of composition C3H5N2O3 and charge +1 (the ωB97M-V functional and the def2-TZVPD basis, the OMol25 dataset).

The value obtained for the LUMO energy is -6.53 eV. The net charge is +1. The structure (SMILES) is O=[N+]([O-])C1=[NH+]CCO1.

Geometry (Å):
C 0.86 -0.03 0.05
C -1.42 0.40 0.08
C -1.08 -1.10 -0.27
N -0.14 0.99 0.26
N 2.37 0.17 0.04
O 2.73 1.33 -0.10
O 2.97 -0.84 0.13
O 0.36 -1.18 -0.03
H -2.10 0.74 -0.78
H -1.92 0.59 0.96
H -1.45 -1.74 0.47
H -1.33 -1.20 -1.38
H 0.16 1.88 0.57

=====

Record 14
# C3H5N2O3S2

A 2-piece molecular cluster, C3H5N2O3S2 overall (the ωB97M-V functional and the def2-TZVPD basis, the OMol25 dataset).

The value obtained for the LUMO energy (alpha / beta) is 2.27 / 2.84 eV. The net charge is -1.

Geometry (Å):
C 0.74 -0.21 0.32
C -3.48 0.33 -0.20
C 1.16 -0.56 -1.04
N -2.85 -0.64 -0.79
N -3.38 0.58 1.14
O 1.22 0.39 1.22
O -1.46 -2.75 -0.78
O -2.51 -2.06 1.36
S -4.45 1.36 -1.13
S -1.85 -1.65 0.09
H 2.19 -0.25 -1.28
H 1.05 -1.64 -1.16
H 0.46 -0.10 -1.73
H -3.11 -0.22 1.70
H -4.06 1.21 1.52

=====

Record 15
# C3H5N2P

The molecule C3H5N2P (the ωB97M-V functional and the def2-TZVPD basis, the OMol25 dataset).

The value obtained for the LUMO energy is -0.06 eV. The structure (SMILES) is CP1=CN=CN=1.

Geometry (Å):
C 1.51 0.26 -0.84
C 1.13 -0.71 1.08
C -1.76 0.21 -0.05
N 0.54 1.06 -0.67
N 1.95 -0.72 0.08
P -0.30 0.93 0.70
H 2.02 0.11 -1.70
H 1.17 -1.30 1.96
H -2.19 -0.26 0.78
H -1.60 -0.62 -0.83
H -2.45 1.04 -0.49

=====

Record 16
# C3H5N2P

The molecule C3H5N2P (the ωB97M-V functional and the def2-TZVPD basis, the OMol25 dataset).

The value obtained for the LUMO energy (alpha / beta) is 0.99 / -1.92 eV. The multiplicity is 3.

Geometry (Å):
C 1.39 -1.02 -0.66
C 0.62 0.14 -0.93
C 0.20 -1.13 1.34
N 1.01 -1.43 0.57
N -0.35 0.54 -0.13
P -1.48 1.72 -0.29
H 2.21 -1.46 -1.18
H 1.03 0.70 -1.74
H -0.17 -0.97 2.28
H -1.60 1.77 1.13
H -2.86 1.14 -0.39

=====

Record 17
# C3H5N2PS

A 2-piece molecular cluster, C3H5N2PS overall (the ωB97M-V functional and the def2-TZVPD basis, the OMol25 dataset).

The value obtained for the LUMO energy is 0.33 eV.

Geometry (Å):
C 2.01 0.37 0.41
C -2.50 -0.84 -0.31
C 2.91 1.43 0.10
N -2.73 0.29 -0.24
N -2.46 -2.16 -0.34
P 0.98 -0.79 0.55
S -3.13 1.75 -0.14
H 2.41 2.30 0.42
H 3.24 1.47 -0.88
H 3.77 1.42 0.78
H -2.67 -2.67 0.57
H -1.83 -2.58 -0.93

=====

Record 18
# C3H5N2S

C3H5N2S as an isolated structure (the ωB97M-V functional and the def2-TZVPD basis, the OMol25 dataset).

The value obtained for the LUMO energy is 4.16 eV. The net charge is -1.

Geometry (Å):
C -0.44 -1.17 -0.39
C 0.74 -1.51 0.20
C -0.83 1.28 0.04
N -0.02 0.16 -0.46
N 1.21 -0.08 0.37
S 2.71 0.48 -0.03
H -1.39 -1.64 -0.55
H 1.21 -2.47 0.26
H -1.45 1.13 0.94
H -0.26 2.11 0.24
H -1.49 1.70 -0.63

=====

Record 19
# C3H5N2S

An isolated ion of composition C3H5N2S and charge -1 (the ωB97M-V functional and the def2-TZVPD basis, the OMol25 dataset).

The value obtained for the LUMO energy is 4.10 eV. The net charge is -1. The structure (SMILES) is Cn1ccn1[S-].

Geometry (Å):
C 0.18 1.19 -0.29
C -0.97 1.32 0.32
C 1.26 -1.30 -0.04
N -0.03 -0.17 -0.63
N -1.26 -0.06 0.34
S -2.84 -0.61 -0.15
H 1.06 1.93 -0.43
H -1.73 2.03 0.61
H 0.71 -2.19 0.37
H 1.93 -1.42 -0.91
H 1.70 -0.71 0.81

=====

Record 20
# C3H5N3

The molecule C3H5N3 (the ωB97M-V functional and the def2-TZVPD basis, the OMol25 dataset).

The value obtained for the LUMO energy is 0.94 eV. The structure (SMILES) is [H]/N=C1\CN=CN1.

Geometry (Å):
N 1.28 -0.79 -1.38
C 0.48 -0.31 -0.53
C 0.23 1.09 0.03
N -0.85 0.97 1.01
C -1.17 -0.27 1.02
N -0.46 -1.08 0.15
H 1.89 -0.07 -1.76
H 1.13 1.48 0.52
H -0.05 1.78 -0.77
H -1.95 -0.70 1.64
H -0.53 -2.09 0.07